[1]
A single C5H8O2 molecule, computed with ωB97M-V/def2-TZVPD.

For the energy above the lowest of the compared OMol25 structures with the same formula, charge and spin, the calculation gives 121.04 kJ/mol. For the gap between HOMO and LUMO, the calculation gives 10.282 eV. As for the SMILES: CC(=O)C1(O)CC1.

Structure (XYZ):
```
15
C5H8O2, DFT ωB97M-V/def2-TZVPD
C -0.123 -1.912 -1.054
C 0.314 -0.490 -0.831
O 0.817 0.148 -1.737
C 0.080 0.178 0.502
O -0.161 -0.672 1.584
C -0.617 1.503 0.312
C 0.849 1.459 0.636
H -0.178 -2.062 -2.134
H -1.083 -2.133 -0.580
H 0.623 -2.597 -0.637
H -0.986 -0.414 2.012
H -1.254 1.876 1.110
H -0.985 1.701 -0.690
H 1.105 1.789 1.637
H 1.599 1.626 -0.129
```

Charges obtained by natural (NBO) population analysis, quoted in units of e:
1 C -0.713
2 C 0.581
3 O -0.563
4 C 0.113
5 O -0.692
6 C -0.418
7 C -0.414
8 H 0.237
9 H 0.230
10 H 0.245
11 H 0.478
12 H 0.216
13 H 0.233
14 H 0.224
15 H 0.246

[2]
A single C5H8O2 molecule, computed with ωB97M-V/def2-TZVPD.

For the energy above the lowest of the compared OMol25 structures with the same formula, charge and spin, the calculation gives 161.44 kJ/mol. For the gap between HOMO and LUMO, the calculation gives 10.457 eV. As for the SMILES: C[C@@]1(O)CCC1=O.

Structure (XYZ):
```
15
C5H8O2, DFT ωB97M-V/def2-TZVPD
C -0.013 -0.093 -1.871
C -0.023 -0.140 -0.365
O -0.134 -1.590 -0.041
C 1.086 0.378 0.570
C 0.028 0.581 1.687
C -1.045 0.454 0.603
O -2.229 0.646 0.531
H -0.046 -1.186 -1.931
H -0.899 0.353 -2.336
H 0.905 0.288 -2.334
H -1.057 -1.884 -0.139
H 1.856 -0.377 0.730
H 1.557 1.321 0.270
H -0.020 -0.267 2.376
H 0.034 1.516 2.248
```

Charges obtained by natural (NBO) population analysis, quoted in units of e:
1 C -0.667
2 C 0.139
3 O -0.733
4 C -0.410
5 C -0.522
6 C 0.599
7 O -0.513
8 H 0.254
9 H 0.230
10 H 0.223
11 H 0.478
12 H 0.229
13 H 0.216
14 H 0.247
15 H 0.231

[3]
A molecular structure, C5H8O2, computed with ωB97M-V/def2-TZVPD.

For the energy above the lowest of the compared OMol25 structures with the same formula, charge and spin, the calculation gives 558.10 kJ/mol. For the gap between HOMO and LUMO (alpha / beta), the calculation gives 8.187 / 8.048 eV.

Structure (XYZ):
```
15
C5H8O2, DFT ωB97M-V/def2-TZVPD
O -0.778 1.909 -1.317
C -1.096 1.028 -0.313
C -1.547 -0.233 -0.444
C 0.521 -1.466 0.480
C 1.041 -0.249 1.241
C 1.366 0.210 -0.125
O 1.170 -0.992 -0.644
H -0.902 1.462 -2.163
H -1.112 1.538 0.646
H -2.016 -0.760 0.373
H -1.552 -0.731 -1.413
H 0.689 -2.515 0.716
H 0.448 0.346 1.936
H 1.978 -0.576 1.712
H 1.789 1.028 -0.687
```

Charges obtained by natural (NBO) population analysis, quoted in units of e:
1 O -0.694
2 C 0.091
3 C -0.514
4 C -0.015
5 C -0.548
6 C 0.098
7 O -0.376
8 H 0.471
9 H 0.177
10 H 0.226
11 H 0.200
12 H 0.175
13 H 0.237
14 H 0.261
15 H 0.211

[4]
A single C5H8O2 molecule, computed with ωB97M-V/def2-TZVPD.

For the energy above the lowest of the compared OMol25 structures with the same formula, charge and spin, the calculation gives 501.14 kJ/mol. For the gap between HOMO and LUMO, the calculation gives 9.955 eV. As for the SMILES: C1C[C@@H]([C@@H]2CO2)O1.

Structure (XYZ):
```
15
C5H8O2, DFT ωB97M-V/def2-TZVPD
C -1.449 0.696 -0.497
C -0.268 0.512 -1.430
C -0.173 -0.998 -0.313
C 1.052 -0.605 0.399
C 1.090 -0.123 1.747
O 1.234 0.760 0.407
O -1.444 -0.604 0.093
H -1.257 1.451 0.277
H -2.412 0.893 -0.973
H -0.443 0.050 -2.383
H 0.268 1.483 -1.626
H -0.201 -2.119 -0.417
H 1.923 -1.169 0.057
H 0.178 0.197 2.231
H 1.903 -0.425 2.427
```

Charges obtained by natural (NBO) population analysis, quoted in units of e:
1 C -0.089
2 C -0.419
3 C 0.137
4 C -0.026
5 C -0.118
6 O -0.504
7 O -0.534
8 H 0.176
9 H 0.174
10 H 0.193
11 H 0.228
12 H 0.192
13 H 0.184
14 H 0.206
15 H 0.201

[5]
A molecular structure, C5H8O2, computed with ωB97M-V/def2-TZVPD.

For the energy above the lowest of the compared OMol25 structures with the same formula, charge and spin, the calculation gives 527.17 kJ/mol. For the gap between HOMO and LUMO (alpha / beta), the calculation gives 8.652 / 8.182 eV.

Structure (XYZ):
```
15
C5H8O2, DFT ωB97M-V/def2-TZVPD
O 2.140 -1.308 -0.075
C 1.653 -0.255 0.642
C 1.469 0.987 0.202
C -1.382 0.821 -0.770
C -1.732 0.016 0.466
C -1.119 -1.089 -0.313
O -0.938 -0.329 -1.388
H 2.304 -1.008 -0.979
H 1.437 -0.557 1.664
H 1.077 1.753 0.858
H 1.686 1.274 -0.824
H -2.074 1.412 -1.371
H -1.266 0.239 1.428
H -2.821 -0.052 0.571
H -0.435 -1.904 -0.108
```

Charges obtained by natural (NBO) population analysis, quoted in units of e:
1 O -0.687
2 C 0.126
3 C -0.530
4 C 0.029
5 C -0.569
6 C 0.104
7 O -0.394
8 H 0.477
9 H 0.179
10 H 0.218
11 H 0.201
12 H 0.160
13 H 0.245
14 H 0.252
15 H 0.189

[6]
A single C5H8O2 molecule, computed with ωB97M-V/def2-TZVPD.

For the energy above the lowest of the compared OMol25 structures with the same formula, charge and spin, the calculation gives 271.86 kJ/mol. For the gap between HOMO and LUMO, the calculation gives 9.943 eV. As for the SMILES: C[C@H]1O[C@H]2C[C@]21O.

Structure (XYZ):
```
15
C5H8O2, DFT ωB97M-V/def2-TZVPD
C 1.313 -0.564 -1.285
C 0.426 -0.854 -0.088
O 1.011 -0.367 1.155
C -0.224 0.258 1.544
C -0.468 1.389 0.551
C -0.822 -0.048 0.229
O -2.133 -0.450 0.079
H 1.346 0.507 -1.511
H 2.335 -0.898 -1.073
H 0.975 -1.102 -2.176
H 0.182 -1.922 -0.025
H -0.515 0.110 2.582
H -1.329 2.038 0.407
H 0.453 1.881 0.261
H -2.549 0.022 -0.650
```

Charges obtained by natural (NBO) population analysis, quoted in units of e:
1 C -0.638
2 C 0.086
3 O -0.515
4 C 0.069
5 C -0.492
6 C 0.192
7 O -0.679
8 H 0.211
9 H 0.227
10 H 0.214
11 H 0.183
12 H 0.211
13 H 0.230
14 H 0.226
15 H 0.475

[7]
A single C5H8O2 molecule, computed with ωB97M-V/def2-TZVPD.

For the energy above the lowest of the compared OMol25 structures with the same formula, charge and spin, the calculation gives 75.59 kJ/mol. For the gap between HOMO and LUMO, the calculation gives 9.393 eV. As for the SMILES: CCCC(=O)C=O.

Structure (XYZ):
```
15
C5H8O2, DFT ωB97M-V/def2-TZVPD
C -1.990 0.274 -0.155
C -1.001 -0.881 -0.307
C 0.414 -0.404 -0.635
C 1.211 0.008 0.576
O 0.911 -0.224 1.727
C 2.527 0.751 0.319
O 2.901 1.061 -0.784
H -1.699 0.949 0.658
H -3.001 -0.088 0.058
H -2.041 0.860 -1.080
H -1.338 -1.551 -1.106
H -0.971 -1.473 0.615
H 1.003 -1.190 -1.130
H 0.409 0.433 -1.345
H 3.099 0.978 1.241
```

Charges obtained by natural (NBO) population analysis, quoted in units of e:
1 C -0.606
2 C -0.400
3 C -0.517
4 C 0.486
5 O -0.499
6 C 0.345
7 O -0.475
8 H 0.208
9 H 0.215
10 H 0.200
11 H 0.205
12 H 0.220
13 H 0.247
14 H 0.240
15 H 0.130

[8]
A single C5H8O2 molecule, computed with ωB97M-V/def2-TZVPD.

For the energy above the lowest of the compared OMol25 structures with the same formula, charge and spin, the calculation gives 227.11 kJ/mol. For the gap between HOMO and LUMO, the calculation gives 10.663 eV. As for the SMILES: C[C@@]1(O)C[C@H]2O[C@H]21.

Structure (XYZ):
```
15
C5H8O2, DFT ωB97M-V/def2-TZVPD
C -0.824 0.293 -1.479
C -0.443 -0.273 -0.135
O -1.402 -1.251 0.204
C 1.036 -0.729 0.083
C 1.197 0.377 1.125
O 0.916 1.595 0.458
C -0.198 0.824 0.922
H -0.204 1.170 -1.679
H -0.686 -0.440 -2.277
H -1.876 0.593 -1.456
H -1.237 -1.563 1.104
H 1.082 -1.728 0.523
H 1.695 -0.666 -0.788
H 1.902 0.399 1.953
H -0.959 1.398 1.443
```

Charges obtained by natural (NBO) population analysis, quoted in units of e:
1 C -0.629
2 C 0.239
3 O -0.703
4 C -0.450
5 C 0.055
6 O -0.491
7 C 0.004
8 H 0.229
9 H 0.216
10 H 0.219
11 H 0.466
12 H 0.213
13 H 0.219
14 H 0.203
15 H 0.210

Q: Number 3 is which compound?
A: C5H8O2